(1)
DFT (ωB97M-V/def2-TZVPD) results for the molecule C5H4N4O3 at a distorted geometry.

```
16
Properties=species:S:1:pos:R:3:forces:R:3
O 1.7793 -0.1605 2.6905 1.378 0.465 -0.236
C 1.0969 -0.3993 1.7144 2.350 0.507 3.115
N -0.1897 -0.6646 2.0151 0.324 0.247 -1.957
C -1.0344 -1.0025 1.0297 -4.546 -0.903 -1.828
O -2.2160 -1.1965 1.2811 0.799 0.105 -0.099
C -0.4997 -1.1132 -0.3530 1.339 1.017 1.680
C 0.8126 -0.8363 -0.5969 -0.125 -0.641 -0.012
N 1.0158 -1.0114 -1.9450 0.646 0.283 1.090
C -0.2139 -1.3404 -2.4923 1.234 -0.194 -2.372
N -1.1274 -1.2900 -1.5872 -0.082 0.101 2.327
O -2.3541 -1.3122 -1.6931 -2.207 -0.523 -0.882
N 1.6547 -0.4317 0.4516 -0.182 -0.813 -1.603
H -0.5460 -0.3145 2.8916 0.060 -0.308 0.086
H 1.9141 -1.0742 -2.4014 -0.324 0.051 -0.041
H -0.4274 -1.5652 -3.5353 0.248 0.284 0.449
H 2.6683 -0.6102 0.4137 -0.914 0.320 0.282
```
Forces are in eV/Å.

The maximum force is 5.0 eV/A. The frontier orbital gap comes out at 8.47 eV. The energy relative to the best compared isomer or geometry (same formula, charge and spin) is 64.7 kcal per mole. The total energy is -17350.7773 eV. The net charge is 0.

Atomic partial charges in e from the Mulliken method, atoms 1 to 4: number 1, O, carries -0.65; number 2, C, carries 0.18; number 3, N, carries -0.03; number 4, C, carries 0.07


(2)
DFT (ωB97M-V/def2-TZVPD) results for the molecule C3H4FN3S at a distorted geometry.

```
12
Properties=species:S:1:pos:R:3:forces:R:3
N -0.2878 -1.5152 -1.3202 -5.751 0.838 7.103
C 0.2542 -0.4386 -0.6195 -0.916 -2.727 0.950
N 1.3643 0.0761 -0.8738 2.467 3.013 0.258
C 1.4595 1.2035 0.0325 -5.236 -1.792 -0.486
C 0.1959 1.3130 0.6562 5.642 -3.714 -3.011
F -0.1239 2.1156 1.5265 -2.117 3.560 4.152
N -0.3589 0.0471 0.5526 -2.179 -0.854 -2.257
S -1.8687 -0.6707 1.0274 1.130 1.053 1.294
H 0.0054 -1.5407 -2.1909 1.321 -0.174 -5.263
H -1.4326 -1.4837 -1.0925 4.184 -0.615 -1.604
H 2.1181 1.9811 0.0785 2.104 1.441 -0.402
H -1.3254 -1.0874 2.2234 -0.649 -0.028 -0.734
```
Forces are in eV/Å.

The maximum force is 9.2 eV/A. The frontier orbital gap comes out at 8.22 eV. The energy relative to the best compared isomer or geometry (same formula, charge and spin) is 60.5 kcal per mole. The total energy is -21196.0496 eV. The net charge is 0.

Atomic partial charges in e from the Mulliken method, atoms 1 to 4: number 1, N, carries -0.50; number 2, C, carries 0.59; number 3, N, carries -0.60; number 4, C, carries -0.41


(3)
DFT (ωB97M-V/def2-TZVPD) results for the molecule C21H22O5 at a distorted geometry.

```
48
Properties=species:S:1:pos:R:3:forces:R:3
C -6.6785 -1.1734 1.2549 0.485 0.667 0.135
O -5.9033 0.0393 1.5159 -0.511 -0.826 -0.100
C -4.7140 0.2016 0.8867 1.249 -0.099 -0.874
C -3.9929 1.4072 1.1256 -0.797 -0.837 -0.175
C -2.8092 1.6646 0.4525 0.460 -0.338 -0.263
C -2.2389 0.7380 -0.4492 -0.154 -0.288 0.188
C -1.0165 1.0740 -1.3183 0.147 0.764 -1.860
C 0.3976 0.5891 -0.9416 -0.328 -1.223 4.170
C 2.0332 0.6784 -1.7826 -2.902 0.525 -0.678
C 2.4821 -0.6613 -2.0821 1.210 -1.670 -1.458
C 3.7328 -1.2407 -2.1007 -2.436 -0.102 -0.092
C 4.9306 -0.8176 -1.4951 1.838 1.490 0.546
C 5.1954 0.4314 -0.9721 1.180 -2.170 -1.055
C 4.3281 1.5333 -0.9474 -2.072 0.802 0.316
C 2.9689 1.5771 -1.1343 1.647 1.674 -0.058
C 0.3394 -0.8893 -0.6555 -0.293 -0.844 -0.519
O -0.3469 -1.6897 -1.2793 1.200 1.301 1.043
O 1.3188 -1.3423 0.1826 -0.489 0.074 0.633
C 1.5689 -0.5725 1.3939 -0.268 0.750 -1.439
C 0.3495 -0.6612 2.2767 0.071 -0.188 0.357
C 2.8900 -1.0544 1.9350 -0.284 0.056 -0.021
O 1.7756 0.8315 1.0563 -0.753 -0.082 0.160
C 0.8795 1.4299 0.2097 -0.060 1.028 0.605
O 0.7278 2.6489 0.2586 -0.110 -2.157 0.253
C -2.9543 -0.4442 -0.6736 -0.140 -0.118 0.125
C -4.1575 -0.7379 -0.0243 -0.637 0.594 0.564
H -7.5549 -1.0839 1.9080 0.307 -0.049 -0.234
H -7.0049 -1.2264 0.2003 0.225 0.103 0.417
H -6.1063 -2.0813 1.5174 -0.178 0.428 -0.091
H -4.4369 2.1364 1.8014 0.171 -0.117 -0.139
H -2.3105 2.6175 0.6038 -0.007 -0.070 0.064
H -1.2194 0.6649 -2.3220 -0.089 0.307 0.196
H -0.9652 2.1707 -1.3894 -0.023 -0.340 -0.189
H 1.2817 1.1345 -2.4919 2.184 -0.043 -0.727
H 1.6832 -1.3232 -2.4316 0.437 0.248 -0.300
H 3.7673 -2.2317 -2.5767 -0.126 0.386 0.434
H 5.7586 -1.5446 -1.5206 -0.438 0.433 0.160
H 6.2144 0.6165 -0.6088 -0.427 -0.173 -0.100
H 4.7778 2.4841 -0.6390 -0.291 -0.405 0.197
H 2.5184 2.5007 -0.7687 0.392 -0.007 -0.687
H -0.5511 -0.2636 1.7812 0.339 -0.125 0.085
H 0.1849 -1.7088 2.5310 -0.116 0.045 0.043
H 0.5344 -0.0912 3.1890 -0.098 -0.034 -0.033
H 3.6604 -0.8858 1.1796 -0.076 -0.031 0.078
H 3.1327 -0.4912 2.8353 0.028 -0.080 0.009
H 2.8176 -2.1174 2.1539 0.057 -0.019 0.079
H -2.5804 -1.1714 -1.3903 -0.004 0.198 0.151
H -4.7080 -1.6645 -0.2541 0.482 0.562 0.087
```
Forces are in eV/Å.

The maximum force is 4.4 eV/A. The frontier orbital gap comes out at 7.33 eV. The energy relative to the best compared isomer or geometry (same formula, charge and spin) is 99.5 kcal per mole. The total energy is -32367.8697 eV. The net charge is 0.

Atomic partial charges in e from the Mulliken method, atoms 1 to 4: number 1, C, carries -0.79; number 2, O, carries -0.45; number 3, C, carries 0.93; number 4, C, carries -0.89


(4)
DFT (ωB97M-V/def2-TZVPD) results for a cluster of 8 separate species, C29H81N7O8 in total at a distorted geometry.

```
125
Properties=species:S:1:pos:R:3:forces:R:3
C 1.8155 1.6473 5.3281 0.219 -1.052 0.597
O 2.2345 2.8729 4.8198 0.604 0.202 -0.132
C 2.2718 2.9386 3.3920 -1.404 -0.396 0.514
C 2.3548 4.4065 3.0078 0.003 -0.472 0.099
C 1.7394 4.6259 1.6531 0.412 0.764 -1.524
N 3.7513 4.8624 2.9897 0.619 -0.120 0.521
H 1.9156 1.6306 6.4163 0.244 0.380 -0.055
H 2.4365 0.8204 4.9592 -0.055 0.001 -0.128
H 0.7616 1.3741 5.1727 -0.022 0.398 -0.564
H 3.0739 2.3881 2.8820 0.291 -0.154 0.543
H 1.3424 2.4308 3.0928 -0.081 0.418 -0.519
H 1.8149 4.9462 3.7865 0.090 0.214 -0.077
H 2.0021 5.6065 1.2390 0.205 0.068 0.413
H 0.6574 4.6086 1.5262 -0.055 -0.564 0.566
H 2.1980 3.9465 0.9231 -0.298 -0.237 0.125
H 4.3413 4.1847 2.5048 -0.394 0.140 -0.516
H 4.1570 4.7709 3.9219 -0.437 0.353 0.125
C -6.9864 1.0869 -5.3046 -0.213 0.135 0.889
O -6.1689 1.5257 -4.2335 -0.238 -0.108 -0.295
C -5.4373 0.5192 -3.5936 0.132 -0.214 1.150
C -4.5950 1.2209 -2.5222 0.840 0.466 -0.297
C -3.5843 2.1295 -3.2256 -0.453 0.387 -0.330
N -3.8100 0.2770 -1.7386 -0.536 -0.942 0.646
H -7.4349 1.9880 -5.7157 0.326 -0.034 -0.472
H -7.8406 0.5044 -4.9395 0.166 -0.305 0.068
H -6.3971 0.4888 -5.9992 -0.126 0.135 -0.360
H -6.0681 -0.2207 -3.0734 -0.346 0.125 -0.177
H -4.8060 -0.0760 -4.2667 0.125 0.294 -0.216
H -5.2626 1.7927 -1.8638 -0.111 0.139 -0.295
H -4.0829 2.8546 -3.8718 -0.087 -0.092 0.017
H -2.9706 1.4913 -3.8643 0.211 0.082 0.095
H -2.9519 2.7167 -2.5579 0.060 -0.285 0.199
H -4.4573 -0.3328 -1.2300 0.073 -0.096 -0.304
H -3.3715 0.7617 -0.9447 -0.011 0.195 -0.372
C 3.6739 -2.8999 -0.8455 -0.258 0.097 0.129
O 4.0191 -3.2442 0.4707 0.528 -0.869 0.234
C 4.4941 -2.2144 1.2861 -0.078 1.683 -0.376
C 4.4722 -2.6301 2.7568 -0.600 0.281 0.030
C 3.0126 -2.7621 3.1904 -0.110 -0.755 -0.757
N 5.1441 -1.6400 3.6226 0.280 -0.353 -0.871
H 4.4267 -2.3333 -1.4053 0.199 0.089 0.328
H 2.7447 -2.3183 -0.8189 -0.023 -0.009 -0.325
H 3.5406 -3.8445 -1.3686 -0.248 0.057 -0.083
H 5.4724 -1.8269 0.9607 0.266 -0.550 0.134
H 3.8629 -1.3205 1.1251 -0.208 -0.091 0.386
H 5.0101 -3.5819 2.7963 -0.307 -0.241 0.154
H 2.8931 -3.0593 4.2312 0.020 0.192 0.083
H 2.5194 -3.5253 2.5825 0.198 -0.162 0.117
H 2.4462 -1.8637 2.9376 0.232 0.305 0.441
H 4.7098 -1.6201 4.5337 0.014 -0.076 0.070
H 6.0914 -1.9830 3.7317 0.089 0.455 0.297
C -6.1112 3.4069 3.3027 0.368 -1.121 0.082
O -5.3969 4.2014 2.3943 -0.165 0.950 0.143
C -4.7449 3.5395 1.3688 -0.049 -2.043 -0.870
C -3.5915 2.6027 1.7875 1.956 1.322 0.770
C -2.5463 3.4138 2.5919 -0.374 -0.224 1.100
N -2.9362 2.0897 0.5847 -0.916 0.455 -1.161
H -6.3020 3.9921 4.1963 0.006 0.070 -0.004
H -5.5207 2.5165 3.5545 0.032 0.207 0.390
H -7.0518 2.9730 2.9395 -0.093 0.505 -0.415
H -5.4310 2.8914 0.7977 -0.280 0.115 0.060
H -4.3631 4.2348 0.6193 0.038 0.483 0.400
H -3.9140 1.7900 2.4384 -0.256 -0.154 -0.280
H -1.8271 2.7569 3.0916 0.152 -0.163 -0.436
H -2.9890 3.9412 3.4463 -0.193 0.173 -0.308
H -2.0029 4.1308 1.9782 -0.095 0.014 -0.135
H -1.9474 1.8600 0.6294 -0.105 -0.304 0.798
H -2.9691 2.8618 -0.0827 0.011 -0.199 -0.103
C 1.0748 1.3863 -1.8540 -1.017 0.393 1.006
O 1.7189 2.6268 -2.0199 -0.174 0.323 -0.441
C 2.7454 2.5476 -2.9838 0.428 -1.447 0.224
C 3.5495 3.8279 -3.0594 -0.564 -0.077 0.355
C 3.9815 4.2541 -1.6587 0.168 0.209 0.064
N 2.8191 4.8876 -3.7746 0.700 -0.139 0.233
H 0.7110 0.9567 -2.7885 0.727 -0.233 -0.213
H 0.1546 1.5153 -1.2712 0.202 0.470 0.022
H 1.6676 0.7407 -1.1997 0.234 -0.469 -0.616
H 3.4072 1.6999 -2.7222 0.153 0.200 0.271
H 2.3500 2.2052 -3.9532 -0.219 0.538 -0.130
H 4.4591 3.5904 -3.6155 -0.046 0.132 -0.197
H 4.5965 3.4866 -1.1833 0.136 -0.045 -0.203
H 3.1608 4.4069 -0.9584 -0.194 0.168 -0.356
H 4.5615 5.1738 -1.7373 0.002 -0.011 0.120
H 1.9137 5.0221 -3.3400 -0.071 -0.049 -0.096
H 2.6902 4.5460 -4.7191 -0.331 0.247 -0.053
C 1.6050 -1.6306 -4.6796 0.238 0.516 -0.428
O 0.9860 -1.4897 -3.4295 0.327 -0.378 0.513
C 0.1945 -2.6240 -3.0831 0.469 0.435 -0.067
C -0.4916 -2.3548 -1.7586 -1.285 -0.195 -0.547
C -1.5646 -3.4144 -1.5260 -0.103 -0.883 0.529
N -1.1276 -1.0450 -1.7226 0.107 0.519 -0.127
H 2.0582 -2.6140 -4.8412 -0.327 -0.150 0.034
H 2.4322 -0.9215 -4.7698 -0.138 0.129 0.294
H 0.8907 -1.3668 -5.4694 0.057 -0.401 -0.146
H -0.5133 -2.7780 -3.9035 -0.242 -0.274 0.126
H 0.8388 -3.5004 -2.9479 -0.003 -0.140 -0.286
H 0.2607 -2.4275 -0.9669 0.033 0.112 0.045
H -2.2648 -3.5762 -2.3490 0.242 0.387 -0.292
H -2.1995 -3.1960 -0.6634 0.183 0.313 0.074
H -1.1315 -4.3941 -1.3042 0.157 0.068 -0.093
H -0.6731 -0.4166 -2.3792 0.188 -0.017 0.315
H -2.1116 -0.9874 -1.9864 -0.011 -0.450 0.111
C 1.4547 -6.4151 -1.4389 0.579 0.289 -1.476
O 0.5206 -6.0495 -0.4775 0.139 0.164 0.268
C 0.9935 -6.1903 0.8469 0.034 -0.237 0.336
C -0.1334 -5.8096 1.7936 0.424 -0.161 0.457
C -0.3643 -4.3152 1.9028 -0.757 -0.094 0.943
N 0.2023 -6.3346 3.1525 -0.564 -0.451 -0.661
H 1.8360 -7.4386 -1.3704 -0.223 -0.109 0.331
H 2.3315 -5.7579 -1.5319 0.022 0.099 0.719
H 1.0091 -6.2914 -2.4313 -0.386 -0.272 0.197
H 1.3029 -7.2294 1.0250 -0.168 -0.129 -0.048
H 1.8922 -5.5978 1.0590 -0.063 0.295 -0.239
H -1.0424 -6.3175 1.4550 -0.024 0.231 -0.376
H -0.5088 -3.7939 0.9612 0.121 -0.070 -0.057
H 0.3737 -3.8289 2.5414 0.437 -0.106 -0.417
H -1.2693 -4.2061 2.5145 -0.210 0.213 -0.347
H 0.1637 -7.3488 3.0262 0.405 0.073 0.271
H -0.6277 -6.1841 3.7265 0.227 0.305 0.120
C -0.2636 -0.4168 1.9621 -0.650 0.109 0.540
O -0.6821 0.1348 0.7456 0.474 0.633 -0.285
H 0.4661 -1.2258 1.8711 -0.364 -0.326 -0.109
H 0.2268 0.3153 2.6126 0.069 0.407 -0.518
H -1.1730 -0.6612 2.5266 0.314 -0.778 0.187
H -0.9892 -0.4983 0.0512 0.356 0.149 0.167
```
Forces are in eV/Å.

The maximum force is 2.5 eV/A. The frontier orbital gap comes out at 9.53 eV. The energy relative to the best compared isomer or geometry (same formula, charge and spin) is 23.2 kcal per mole. The total energy is -58192.6483 eV. The net charge is 0.

Atomic partial charges in e from the Mulliken method, atoms 1 to 4: number 1, C, carries -0.57; number 2, O, carries -0.39; number 3, C, carries 0.13; number 4, C, carries 0.49